Entry 1:
{
  "formula": "C19H14F4N2",
  "method": "ωB97M-V/def2-TZVPD",
  "species": ["F", "C", "C", "C", "F", "C", "C", "C", "C", "C", "C", "C", "C", "F", "C", "C", "F", "C", "C", "H", "H", "H", "H", "H", "H", "H", "H", "H", "C", "C", "C", "N", "C", "N", "H", "H", "H", "H", "H"],
  "xyz": [[-3.403, 3.611, -1.450], [-3.340, 2.245, -1.311], [-4.531, 1.541, -1.408], [-4.408, 0.166, -1.267], [-5.557, -0.581, -1.339], [-3.217, -0.479, -0.936], [-2.089, 0.288, -0.687], [-0.805, -0.535, -0.360], [0.480, 0.187, -0.796], [1.661, -0.415, -0.979], [2.914, 0.273, -1.272], [4.110, -0.471, -1.338], [5.336, 0.174, -1.425], [6.485, -0.577, -1.510], [5.460, 1.565, -1.511], [4.272, 2.286, -1.400], [4.366, 3.660, -1.461], [3.008, 1.692, -1.308], [-2.104, 1.662, -0.992], [-5.480, 2.036, -1.585], [-3.158, -1.565, -0.910], [-0.824, -1.548, -0.766], [0.277, 1.090, -1.433], [1.715, -1.520, -0.911], [4.036, -1.557, -1.312], [6.433, 2.058, -1.554], [2.116, 2.315, -1.259], [-1.222, 2.288, -1.011], [-1.515, -2.692, 4.436], [-1.174, -1.900, 3.213], [-1.538, -2.107, 1.839], [-0.956, -1.054, 1.166], [-0.291, -0.305, 2.052], [-0.411, -0.781, 3.295], [-2.107, -3.591, 4.203], [-0.609, -3.012, 4.988], [-2.084, -2.089, 5.173], [-2.116, -2.923, 1.397], [0.268, 0.562, 1.727]],
  "mulliken_charge": [-0.3185, 0.4280, -0.7909, 0.4419, -0.3129, -0.8031, 0.6286, 0.2420, -1.1873, -0.3039, 0.9213, -0.8376, 0.3529, -0.3030, -0.6024, 0.3806, -0.3064, -0.7881, -0.8414, 0.4778, 0.4054, 0.5633, 0.3660, 0.2918, 0.3974, 0.4479, 0.4634, 0.5292, -1.0806, 0.4989, -0.3309, 0.2885, -0.2232, -0.7121, 0.3046, 0.2640, 0.2517, 0.3286, 0.4683],
  "smiles": "Cc1cn([C@H](/C=C/c2cc(F)cc(F)c2)c2cc(F)cc(F)c2)cn1",
  "multiplicity": 1,
  "total_charge": 0,
  "e_tot_ev": -33778.218
}

---

Entry 2:
{
  "formula": "C23H25BrF5N3O16P2S3",
  "method": "ωB97M-V/def2-TZVPD",
  "species": ["N", "C", "O", "C", "P", "P", "O", "O", "O", "C", "S", "S", "O", "O", "C", "F", "F", "C", "F", "F", "F", "C", "C", "O", "C", "O", "C", "C", "O", "C", "Br", "O", "S", "O", "O", "H", "H", "H", "H", "H", "H", "H", "H", "H", "H", "H", "H", "H", "H", "H", "C", "C", "C", "C", "C", "C", "N", "O", "O", "H", "H", "H", "H", "H", "C", "C", "C", "C", "C", "C", "N", "O", "O", "H", "H", "H", "H", "H"],
  "xyz": [[1.362, 0.117, 5.486], [0.721, -0.546, 4.748], [0.313, -1.144, 3.666], [-1.028, -0.840, 3.179], [-2.016, -0.182, 4.655], [-2.708, 1.863, 4.306], [-1.613, 2.794, 4.086], [-3.445, 2.190, 5.700], [-3.899, 1.908, 3.273], [-1.545, -2.239, 2.666], [-1.252, -3.346, 4.107], [-3.417, -2.233, 2.426], [-3.876, -0.915, 2.136], [-4.043, -2.884, 3.528], [-3.881, -3.285, 0.983], [-3.456, -4.528, 1.265], [-3.306, -2.929, -0.152], [-5.454, -3.351, 0.774], [-5.838, -4.612, 0.746], [-6.132, -2.660, 1.669], [-5.717, -2.825, -0.428], [-0.804, -2.736, 1.414], [0.611, -3.288, 1.671], [1.518, -2.779, 0.719], [2.614, -2.170, 1.321], [3.270, -1.425, 0.350], [4.233, -0.593, 0.961], [3.786, 0.848, 0.978], [4.638, 1.568, 1.874], [-0.839, -1.607, 0.382], [-0.559, -2.221, -1.419], [0.015, -0.525, 0.731], [-0.678, 0.384, 1.855], [0.351, 1.211, 2.358], [-1.857, 1.004, 1.381], [-3.232, -0.888, 4.719], [-2.734, 2.523, 6.260], [-4.648, 2.372, 3.661], [-1.792, -4.499, 3.674], [-1.353, -3.530, 0.930], [0.992, -3.094, 2.664], [0.602, -4.366, 1.552], [2.297, -1.490, 2.118], [3.297, -2.926, 1.729], [4.495, -0.887, 1.977], [5.144, -0.657, 0.377], [3.903, 1.291, -0.004], [2.756, 0.970, 1.308], [4.121, 2.231, 2.324], [-1.855, -1.222, 0.381], [-4.075, -1.484, -7.534], [-3.572, -0.284, -7.049], [-2.522, -0.286, -6.146], [-1.989, -1.496, -5.744], [-2.481, -2.700, -6.212], [-3.532, -2.690, -7.113], [-0.862, -1.501, -4.802], [-0.464, -0.435, -4.394], [-0.394, -2.579, -4.489], [-4.892, -1.479, -8.244], [-3.997, 0.654, -7.377], [-2.129, 0.645, -5.767], [-2.054, -3.636, -5.884], [-3.927, -3.623, -7.489], [4.380, 7.304, -1.071], [3.526, 6.269, -0.715], [3.897, 4.955, -0.943], [5.125, 4.697, -1.523], [5.985, 5.715, -1.889], [5.606, 7.027, -1.660], [5.530, 3.303, -1.745], [4.742, 2.436, -1.427], [6.623, 3.100, -2.223], [4.090, 8.330, -0.887], [2.571, 6.486, -0.258], [3.234, 4.147, -0.668], [6.939, 5.495, -2.344], [6.269, 7.834, -1.938]],
  "mulliken_charge": [-0.6239, 0.5240, 0.0557, 0.2586, -0.1197, 1.0012, -0.6198, -0.5651, -0.4254, -1.0186, -0.0726, 1.0375, -0.5322, -0.5882, 0.6045, -0.2891, -0.1606, 0.6718, -0.2425, -0.1990, -0.2547, 0.4882, -1.6083, -0.3295, -0.1493, -0.3492, -0.8340, 0.7537, -0.6304, -0.8419, -0.0892, -0.1555, 1.1824, -0.6820, -0.5845, 0.0926, 0.3469, 0.3230, 0.2346, 1.0516, 0.7250, 0.4241, 0.1458, 0.3029, 0.3565, 0.4192, 0.1494, -0.2299, 0.3570, 0.7886, -0.3893, -0.4463, -0.3176, 0.1108, -0.3608, -0.4709, 1.0376, -0.5794, -0.6219, 0.3761, 0.3716, 0.4511, 0.4416, 0.3718, -0.4133, -0.5002, -0.3204, 0.1063, -0.4279, -0.4114, 1.0250, -0.6524, -0.6083, 0.3773, 0.3845, 0.5481, 0.4504, 0.3685],
  "smiles": "N#CO[C@]1(PP(=O)(O)O)[C@@](S)(S(=O)(=O)C(F)(F)C(F)(F)F)[C@H](COCOCCO)[C@H](Br)OS1(=O)=O.O=[N+]([O-])c1ccccc1.O=[N+]([O-])c1ccccc1",
  "multiplicity": 1,
  "total_charge": 0,
  "e_tot_ev": -196190.395
}

---

Entry 3:
{
  "formula": "C25H28N2O6",
  "method": "ωB97M-V/def2-TZVPD",
  "species": ["C", "O", "C", "C", "C", "C", "C", "C", "O", "C", "H", "H", "H", "C", "N", "C", "O", "C", "C", "C", "C", "O", "H", "H", "H", "C", "C", "C", "C", "C", "O", "H", "H", "H", "H", "H", "C", "O", "N", "H", "C", "H", "C", "C", "H", "C", "H", "H", "C", "H", "H", "H", "H", "H", "H", "H", "H", "H", "H", "H", "H"],
  "xyz": [[-1.551, 4.229, -3.079], [-1.863, 3.173, -2.389], [-0.853, 2.313, -2.200], [0.570, 2.494, -2.308], [1.673, 1.616, -1.828], [1.194, 0.231, -1.332], [-0.206, -0.162, -1.058], [-1.027, 0.992, -1.590], [-2.318, 0.580, -1.311], [-3.463, 0.914, -2.138], [-3.143, 0.642, -3.420], [-3.642, 1.903, -2.206], [-4.178, 0.292, -1.754], [-0.661, -1.293, -0.666], [0.587, -2.157, -0.309], [0.852, -3.077, -1.359], [0.332, -2.823, -2.316], [1.972, -3.996, -1.218], [2.348, -4.666, -2.364], [3.397, -5.610, -1.818], [3.816, -5.012, -0.533], [2.776, -4.250, -0.310], [4.398, -5.312, 0.103], [3.915, -6.443, -2.325], [2.064, -4.734, -3.401], [0.987, -2.215, 1.012], [2.067, -1.220, 1.465], [3.388, -1.144, 0.960], [3.796, -0.032, 1.515], [2.634, 0.757, 1.882], [1.645, 0.031, 1.607], [2.670, 1.829, 2.192], [4.795, 0.488, 1.442], [4.066, -2.021, 0.908], [1.514, -3.296, 1.244], [0.133, -2.157, 1.545], [-1.376, -0.986, 0.652], [-2.487, -2.136, 1.013], [-1.289, 0.004, 1.298], [-0.652, 0.555, 0.834], [-2.247, 0.416, 2.563], [-2.754, -0.678, 2.722], [-2.972, 1.523, 2.103], [-2.435, 2.811, 2.902], [-2.943, 3.067, 3.574], [-1.118, 2.625, 3.271], [-0.423, 2.644, 2.472], [-0.771, 3.182, 4.179], [-1.120, 1.113, 3.469], [-1.633, 0.798, 4.457], [-0.201, 0.558, 3.553], [-2.457, 3.799, 2.071], [-3.043, 1.940, 0.939], [-4.147, 1.409, 2.467], [-1.405, -1.762, -1.243], [1.752, -0.498, -1.245], [2.662, 1.756, -2.127], [0.885, 3.275, -2.796], [-2.450, 4.755, -3.359], [-1.283, 3.978, -4.002], [-0.775, 4.989, -2.410]],
  "mulliken_charge": [-1.0560, -0.3057, -0.0641, -0.7067, -1.7005, -1.8057, 0.6801, 1.2889, -0.1521, -1.0272, 0.1678, 0.3838, 0.4046, -0.2580, 0.0532, 0.5258, -0.5396, 0.4816, -0.4454, -0.5741, -0.5347, -0.2663, 0.5990, 0.3751, 0.4700, -1.0968, 0.2106, -0.2825, -0.8085, -0.3321, 0.2061, 0.3742, 0.3282, 0.3062, 0.4028, 0.9826, -0.3356, -0.9113, 0.2154, 0.1518, -0.1418, 0.4580, 0.0464, -1.2798, 0.6936, -0.2099, 0.1866, 0.3612, -1.0636, 0.4043, 0.4607, 0.2094, -0.1619, 0.3131, 0.6286, 1.3274, 0.5180, 0.7397, 0.3073, 0.5267, 0.2714],
  "multiplicity": 1,
  "total_charge": 0,
  "e_tot_ev": -41622.306
}